# 1
117
Properties=species:S:1:pos:R:3 method="wB97M-V/def2-TZVPD" homo_lumo_gap_ev="5.4 / 5.4" e_lumo_ev="-12.02 / -11.99" homo_energy_ha="-0.639 / -0.639" charge=+4
Re 2.05662 -0.00179 0.68904
C 4.86712 -0.64959 -3.49136
C 3.39272 -0.65029 -3.32636
C 2.54882 -1.01979 -4.33546
C 1.14762 -1.05289 -4.11716
N 0.66852 -0.67999 -2.96316
N 1.46072 -0.30399 -1.96156
B 0.49532 0.06161 -0.79896
N -0.44908 -1.09479 -0.52406
N -1.74458 -0.92169 -0.62666
C -2.58018 -1.92539 -0.50726
C -2.09498 -3.24699 -0.38716
C -0.74798 -3.45179 -0.19106
C -0.17738 -4.80239 0.05904
C 0.07902 -2.29989 -0.17926
S 1.71622 -2.36469 0.33954
C -4.04948 -1.60649 -0.51996
C -4.24718 -0.17509 -0.01296
C -4.84628 -2.57659 0.35844
C -4.52468 -1.75439 -1.97596
N -0.14618 1.44311 -1.04706
N -1.23018 1.51421 -1.80926
C -1.78498 2.67881 -2.05916
C -1.19908 3.87391 -1.57946
C -0.03838 3.83321 -0.84996
C 0.63392 5.06361 -0.35886
C 0.45872 2.53951 -0.54966
S 1.80532 2.38961 0.50934
C -3.03698 2.79011 -2.89096
C -2.76618 3.75381 -4.05616
C -3.47188 1.45301 -3.47026
C -4.16238 3.35701 -2.01226
C 2.81232 -0.30259 -2.06436
S 3.87332 0.01881 -0.78086
C 0.19762 -1.52669 -5.18166
C 0.52592 -2.99159 -5.50626
C 0.38932 -0.66899 -6.44086
C -1.24548 -1.42009 -4.69026
H 5.13802 -0.96129 -4.49526
H 5.32462 -1.33629 -2.77746
H 5.28202 0.34311 -3.31116
H 2.95472 -1.30739 -5.29066
H -2.77968 -4.08039 -0.40496
H -0.96908 -5.51759 0.26344
H 0.52192 -4.77629 0.89364
H 0.37472 -5.14719 -0.81786
H -4.06428 -0.13209 1.05774
H -5.26528 0.14931 -0.20126
H -3.55368 0.50091 -0.50116
H -4.36108 -2.74339 1.31764
H -4.99698 -3.53159 -0.13326
H -5.82918 -2.15439 0.54254
H -3.92858 -1.14389 -2.64736
H -5.56798 -1.45659 -2.04836
H -4.44758 -2.78719 -2.30576
H -1.66118 4.82301 -1.80086
H 0.41942 5.89671 -1.02286
H 1.71322 4.94821 -0.28136
H 0.23782 5.32121 0.62274
H -1.94058 3.39261 -4.66496
H -2.54058 4.75901 -3.71526
H -3.64958 3.81561 -4.68436
H -2.66588 1.01071 -4.04536
H -4.32158 1.59631 -4.13166
H -3.76098 0.77551 -2.67816
H -3.92278 4.34201 -1.62136
H -4.38298 2.69591 -1.17806
H -5.05698 3.45021 -2.62096
H 1.54472 -3.10409 -5.86746
H -0.14548 -3.34019 -6.28576
H 0.39142 -3.62469 -4.63056
H 1.39332 -0.76859 -6.84526
H 0.20002 0.38191 -6.23136
H -0.30708 -0.99409 -7.20886
H -1.40878 -2.05329 -3.81976
H -1.92968 -1.72309 -5.47766
H -1.45788 -0.39279 -4.40976
C 3.76832 -1.72039 5.89174
Si 4.13182 -2.36719 4.16104
C 5.28582 -1.31109 3.11664
C 3.27002 -3.89189 3.48974
Ge 1.28922 0.03461 2.85734
Si -0.98238 -0.18189 4.23804
C -1.33188 -1.99889 3.75894
C -0.65138 0.18311 6.07754
C -1.88798 1.22501 3.32304
Si 2.89962 3.11731 4.48984
C 2.94412 2.47201 6.25614
C 1.29832 3.90511 3.89674
C 4.36672 2.87731 3.34624
H 4.20042 -2.38339 6.64164
H 2.70202 -1.66549 6.10214
H 4.21052 -0.73829 6.05514
H 5.99202 -1.91799 2.54734
H 5.88322 -0.63219 3.72764
H 4.71112 -0.71629 2.39854
H 3.94782 -4.74299 3.40864
H 2.88302 -3.70759 2.48704
H 2.44332 -4.21209 4.12494
H -0.89568 -2.69319 4.47424
H -0.93818 -2.23199 2.77114
H -2.40028 -2.19839 3.74524
H 0.17512 -0.38149 6.49854
H -1.53578 -0.08549 6.65084
H -0.48108 1.24181 6.25874
H -1.59578 1.26861 2.27474
H -1.67588 2.18201 3.79384
H -2.96488 1.08911 3.37634
H 2.02062 1.96701 6.53654
H 3.06532 3.30491 6.95094
H 3.77982 1.79931 6.44414
H 0.59462 4.06081 4.71574
H 0.81692 3.27001 3.15084
H 1.46942 4.87531 3.42884
H 5.24602 2.52831 3.88634
H 4.65102 3.80961 2.85664
H 4.12802 2.15931 2.55914

=====

# 2
123
Properties=species:S:1:pos:R:3 method="wB97M-V/def2-TZVPD" homo_lumo_gap_ev=7.6 e_lumo_ev=0.55 homo_energy_ha=-0.260
O -8.01424 -5.82870 -0.76279
B -6.61441 -5.91510 -1.07594
O -6.16256 -6.35921 -2.39609
C -5.40428 -5.49274 -0.04770
C -4.43229 -6.58439 0.46507
C -3.25295 -6.16608 1.40656
C -3.13362 -4.65265 1.76612
C -4.14025 -3.55444 1.24000
C -5.31421 -3.97753 0.30267
N -3.99136 -2.13328 1.62665
C -2.61919 -1.62047 1.37989
C -2.31691 -0.31113 0.57668
C -0.85882 0.21624 0.32296
C 0.38294 -0.54621 0.91893
C 0.10985 -1.86478 1.73150
C -1.35121 -2.38424 1.92771
S -1.75539 -3.97183 2.83468
H -8.42215 -5.44935 -1.58370
H -5.33254 -5.82897 -2.51966
H -4.52580 -7.69126 0.16514
H -2.47845 -6.91061 1.80068
H -6.06004 -3.20627 -0.09802
H -4.15193 -2.12429 2.65573
H -3.21225 0.27000 0.16461
H -0.63478 1.15691 -0.29345
H 1.44007 -0.16048 0.73150
H 0.98227 -2.46622 2.19302
C -9.72732 -0.94916 -1.09334
C -8.89588 -1.78101 -0.15601
O -7.67287 -1.82786 -0.23415
N -9.54114 -2.49776 0.80254
C -10.96307 -2.57734 1.05838
H -9.07244 -0.43717 -1.79966
H -10.41032 -1.58679 -1.65574
H -10.28611 -0.19688 -0.53296
H -8.91687 -3.03060 1.39257
H -11.14644 -2.24158 2.08156
H -11.26970 -3.62168 0.96616
H -11.54170 -1.96710 0.36694
C 2.09154 1.52773 3.75006
C 2.22433 2.42462 2.54856
O 1.46915 2.33940 1.58834
N 3.22063 3.35181 2.54894
C 4.20777 3.61062 3.57468
H 1.25424 0.84490 3.59954
H 3.00055 0.93616 3.88023
H 1.89529 2.12350 4.64426
H 3.24433 3.91408 1.70942
H 4.10235 4.64923 3.89506
H 5.19852 3.47154 3.13724
H 4.09442 2.95216 4.43377
C 5.07232 -3.69424 2.01036
C 3.80442 -3.21536 1.35680
O 2.72138 -3.24258 1.93462
N 3.88115 -2.74113 0.08564
C 5.05008 -2.62581 -0.76201
H 4.84896 -4.04157 3.01935
H 5.49576 -4.52582 1.44566
H 5.79248 -2.87654 2.07836
H 2.98964 -2.43921 -0.28355
H 5.17024 -1.57838 -1.03750
H 4.87547 -3.21386 -1.66573
H 5.95440 -2.97800 -0.26856
C -14.49946 -2.45344 -3.21581
C -13.06029 -2.01883 -3.28696
O -12.51735 -1.41333 -2.37070
N -12.35723 -2.31736 -4.41308
C -12.80985 -3.01817 -5.59568
H -14.92281 -2.14358 -2.25994
H -15.07432 -1.98345 -4.01673
H -14.56792 -3.54109 -3.28763
H -11.40052 -1.99309 -4.38515
H -12.18193 -3.90123 -5.73207
H -12.68446 -2.35623 -6.45524
H -13.85189 -3.32238 -5.52154
C 7.10037 -6.55003 4.53564
C 7.97491 -5.66961 3.68385
O 7.53393 -5.04636 2.72699
N 9.29479 -5.57715 4.00435
C 10.00463 -6.22675 5.08520
H 6.07881 -6.51980 4.15532
H 7.45344 -7.58281 4.49532
H 7.09573 -6.19070 5.56700
H 9.81433 -4.96869 3.38738
H 10.44796 -5.45421 5.71730
H 10.80278 -6.83518 4.65424
H 9.35297 -6.85721 5.68666
C 3.71443 8.02256 1.37369
C 4.53561 6.92054 0.75986
O 5.45992 6.38432 1.36131
N 4.22558 6.52222 -0.50280
C 3.18157 7.02466 -1.37187
H 4.08149 8.22788 2.38001
H 3.80506 8.93464 0.77974
H 2.66798 7.71800 1.44292
H 4.81964 5.78012 -0.84550
H 2.52015 6.19326 -1.62645
H 3.64910 7.40118 -2.28409
H 2.60290 7.82006 -0.90599
C 1.61781 12.13579 -0.76877
C 2.48355 11.06114 -1.36921
O 2.14843 9.88284 -1.37427
N 3.67232 11.43040 -1.91872
C 4.24570 12.75592 -2.01276
H 0.70711 11.68566 -0.37265
H 2.14452 12.62860 0.05138
H 1.33885 12.86465 -1.53276
H 4.19492 10.65419 -2.30020
H 4.40912 12.98449 -3.06812
H 5.20820 12.75029 -1.49674
H 3.60304 13.51564 -1.57269
C 8.34346 -1.10074 -2.79816
C 7.07866 -0.61991 -3.45771
O 5.99727 -0.64393 -2.88488
N 7.16139 -0.14740 -4.73148
C 8.33235 -0.03631 -5.57437
H 8.11534 -1.44575 -1.78914
H 8.76731 -1.93536 -3.36094
H 9.06552 -0.28423 -2.72902
H 6.27235 0.15569 -5.10398
H 8.45691 1.01279 -5.85147
H 8.16116 -0.62511 -6.47820
H 9.23360 -0.38929 -5.07727

=====

# 3
123
Properties=species:S:1:pos:R:3 method="wB97M-V/def2-TZVPD" homo_lumo_gap_ev=9.6 e_lumo_ev=0.12 homo_energy_ha=-0.348
C -0.51260 3.16272 3.10844
C -1.31944 2.24991 2.56904
C -2.35229 2.59633 1.52612
C -2.90254 1.46114 0.61247
C -4.23265 1.04387 1.30448
C -4.08431 0.51930 2.75935
C -5.02847 -0.66784 2.99463
N -6.40869 -0.48341 2.63977
O -4.64696 -1.69720 3.47008
C -3.25973 2.05657 -0.78466
C -4.68366 2.70524 -0.92945
B -5.76965 1.69035 -1.53147
O -6.00664 1.69199 -2.89478
O -6.55374 0.83781 -0.76314
C -2.27646 3.07281 -1.43657
C -0.76644 2.97431 -1.19650
C -0.11072 4.36198 -1.47722
O -0.18167 2.02418 -2.08453
N -3.31938 0.81537 -1.63549
C -2.21414 0.04296 -1.21816
O -1.54362 -0.57554 -1.99650
C -1.98053 0.19526 0.32760
C -2.52843 -1.17379 0.80503
C -1.75564 -2.40120 0.27207
C -2.60554 -3.28840 -0.65559
Br -1.26721 -3.52581 1.84373
O -0.60081 0.41746 0.36224
C 0.25362 -0.18873 1.32594
C 1.45860 -0.78328 0.55255
C 1.94602 -2.13249 1.12324
C 2.56538 0.25616 0.30732
C 3.65144 0.46342 1.39487
C 4.87925 -0.46069 1.22914
C 3.15546 0.44228 2.84581
H -0.35829 4.14951 2.68718
H -0.02782 2.94046 4.05133
H -1.21526 1.24741 2.96550
H -3.19620 3.01751 2.07681
H -1.95158 3.44619 0.97166
H -4.77616 0.33756 0.68438
H -4.88699 1.90906 1.36744
H -4.41620 1.28943 3.45986
H -3.08617 0.18062 3.00312
H -6.62686 0.50525 2.73063
H -6.56930 -0.69051 1.65953
H -4.61419 3.51379 -1.66611
H -5.02228 3.19643 -0.01497
H -5.39268 2.30559 -3.30542
H -6.48186 -0.04548 -1.14323
H -2.42342 3.07115 -2.52060
H -2.57866 4.06949 -1.11142
H -0.49081 2.71351 -0.17590
H 0.80821 4.43577 -0.89157
H 0.17022 4.41953 -2.53023
H -0.76292 5.19852 -1.23523
H 0.74210 2.26509 -2.18450
H -3.10357 0.97271 -2.61585
H -3.56723 -1.27295 0.50142
H -2.54467 -1.24061 1.89104
H -0.82644 -2.11507 -0.20618
H -2.39697 -4.33697 -0.45300
H -3.66899 -3.15207 -0.46450
H -2.35647 -3.11245 -1.70107
H 0.65610 0.60943 1.95481
H -0.21822 -0.90706 2.00006
H 1.04801 -1.00341 -0.43807
H 2.99012 -2.32661 0.88959
H 1.38470 -2.92944 0.63462
H 1.75292 -2.21413 2.19094
H 2.13845 1.23653 0.07441
H 3.08760 -0.06018 -0.60121
H 4.03892 1.47569 1.23926
H 5.77645 0.04460 1.58987
H 5.03643 -0.71901 0.18182
H 4.76400 -1.37325 1.81533
H 4.01416 0.65383 3.49011
H 2.45494 1.26425 3.00126
H 2.75694 -0.51665 3.16594
C 0.84289 -0.14301 -4.18565
C -0.46533 -0.12063 -4.93793
O -0.26747 -0.23869 -6.36045
C -0.01601 -1.46687 -6.79677
O 0.01390 -2.46660 -6.12458
O 0.19079 -1.40194 -8.11428
C 0.54639 -2.64199 -8.72513
H 1.52229 0.61940 -4.57428
H 0.66102 0.04029 -3.12933
H 1.34013 -1.10777 -4.28924
H -0.95886 0.83909 -4.79116
H -1.14103 -0.89761 -4.58594
H -0.17351 -3.42089 -8.48083
H 1.54607 -2.94171 -8.41400
H 0.54281 -2.47000 -9.79763
C 3.17719 3.31722 9.76722
C 2.81855 3.63702 8.33172
O 2.39890 2.46640 7.61488
C 1.15238 2.06555 7.85894
O 0.36290 2.60124 8.59106
O 0.92877 0.95789 7.14853
C -0.35445 0.37202 7.38183
H 3.92189 2.52117 9.80465
H 3.58130 4.20066 10.26146
H 2.30314 2.98191 10.32395
H 3.69417 4.00079 7.79706
H 2.04756 4.40497 8.27166
H -1.14957 1.10140 7.24142
H -0.40041 -0.04359 8.38724
H -0.48035 -0.43032 6.65998
C 6.89779 -3.99718 -3.84208
C 6.62840 -4.81153 -5.08983
O 5.33256 -5.42407 -5.05497
C 4.31145 -4.61286 -5.33729
O 4.39538 -3.45091 -5.64253
O 3.18653 -5.31501 -5.24041
C 1.99482 -4.54704 -5.46024
H 6.75394 -4.60911 -2.95059
H 7.92088 -3.62072 -3.84928
H 6.21926 -3.14756 -3.77583
H 7.33400 -5.63767 -5.15927
H 6.73024 -4.20866 -5.99209
H 2.03940 -4.01103 -6.39996
H 1.84363 -3.84798 -4.64103
H 1.16780 -5.25014 -5.48768